No. 1
C21H62O10 | the ωB97M-V functional and the def2-TZVPD basis

- Total charge: 0
- ΔE to the lowest compared entry with this formula, charge and spin: 250.1 kJ/mol
- Kohn-Sham gap: 10.13 eV
- SMILES: CC(C)O.CC(C)O.CC(C)O.CC(C)O.CC(C)O.CC(C)O.CC(C)O.O.O.O
- DFT total energy: -1589.59040 hartree
- Lowest unoccupied orbital energy: 0.011 hartree

The geometry in XYZ format:
```
93
Properties=species:S:1:pos:R:3:forces:R:3:lowdin_charge:R:1
C -8.8334 4.7535 -2.0850 -0.015 1.407 0.444 -0.0568
C -9.6998 3.5703 -1.7583 3.028 0.919 0.777 -0.5317
C -10.3512 3.6328 -0.3931 -1.427 -1.004 -0.369 -0.0317
O -10.5322 3.3416 -2.8392 -1.233 -0.426 -0.362 -0.0346
H -8.2142 5.0040 -1.2236 0.117 -0.197 0.099 0.0848
H -9.4369 5.6500 -2.2273 -0.026 0.124 -0.395 0.0702
H -8.1524 4.5910 -2.9204 -0.298 -0.045 -0.174 0.0882
H -8.9037 2.8259 -1.7483 -0.347 -0.966 0.343 0.1370
H -9.7154 3.7969 0.4769 0.231 0.039 -0.397 0.0892
H -10.8080 2.6467 -0.3096 0.036 -0.344 0.592 0.0761
H -11.2398 4.2614 -0.3341 0.267 0.608 -0.199 0.0759
H -10.8539 2.4421 -2.7448 -0.374 -0.143 -0.243 0.1148
C -14.8845 5.9289 -7.4794 0.152 -0.324 1.680 -0.0622
C -16.1913 6.0802 -8.1570 -0.640 1.950 -1.575 -0.5159
C -16.2551 7.4311 -8.9080 0.369 -0.003 -0.160 -0.0558
O -16.3068 5.0816 -9.1290 0.326 -1.395 -0.491 -0.0411
H -13.9741 5.9615 -8.0780 -0.400 -0.127 -0.415 0.0834
H -14.9209 5.0015 -6.9078 0.406 -0.196 -0.026 0.0710
H -14.8118 6.7221 -6.7354 0.126 0.147 0.107 0.0834
H -17.0577 6.0329 -7.4973 0.165 -0.104 0.578 0.1345
H -16.3078 8.3534 -8.3295 -0.354 -0.224 0.453 0.0719
H -17.0780 7.3938 -9.6219 -0.091 0.225 0.014 0.0709
H -15.3275 7.5511 -9.4677 0.028 -0.218 -0.287 0.0723
H -17.1407 5.1143 -9.6035 -0.088 0.246 0.150 0.0880
C -8.1354 2.2293 -9.7565 0.233 0.324 -1.238 -0.0426
C -9.0492 3.3394 -10.4254 3.357 -0.526 0.933 -0.4536
C -8.2974 4.0604 -11.6095 -0.801 -1.014 0.068 -0.0393
O -10.2449 2.6988 -10.7478 0.088 0.433 -1.092 -0.0430
H -7.8194 1.4169 -10.4109 -0.571 0.014 -0.762 0.0693
H -8.6112 1.6898 -8.9376 -0.032 0.637 0.323 0.0716
H -7.1490 2.6413 -9.5430 -0.219 0.356 0.815 0.0715
H -9.1438 4.0679 -9.6201 -0.671 0.276 -0.002 0.0996
H -8.8193 4.8913 -12.0842 -0.543 0.023 0.315 0.0688
H -8.1840 3.3093 -12.3912 0.334 -0.028 -0.127 0.0769
H -7.3247 4.4809 -11.3541 0.000 -0.380 0.380 0.0760
H -10.6308 3.2346 -11.4446 -0.533 -0.128 -0.254 0.1109
C -15.2676 0.6755 -6.3754 -0.702 -0.004 -0.916 -0.0532
C -15.5077 1.5157 -5.1517 -0.113 1.522 1.446 -0.4649
C -14.2607 2.3446 -4.7357 0.337 -1.189 -0.429 -0.0516
O -16.6898 2.3429 -5.1662 -0.027 0.035 -0.586 -0.0652
H -14.6854 -0.2281 -6.1949 0.213 0.239 0.114 0.0820
H -14.8418 1.2587 -7.1919 0.601 0.116 0.186 0.0835
H -16.1978 0.3515 -6.8421 -0.345 -0.206 0.462 0.0772
H -15.8071 0.9622 -4.2617 0.595 -0.816 -0.164 0.1309
H -13.7650 2.9235 -5.5149 -0.700 0.517 -0.241 0.0582
H -13.4718 1.6057 -4.5949 0.141 -0.267 0.528 0.0630
H -14.3906 2.9003 -3.8070 -0.158 0.058 -0.187 0.0688
H -16.7354 2.9002 -5.9465 0.238 0.057 -0.255 0.0738
C -8.9995 5.4044 -6.9795 -1.009 0.988 0.826 -0.0149
C -10.1130 5.0850 -5.9532 -0.609 -0.176 -0.112 -0.4425
C -11.5690 5.3387 -6.3900 0.537 -0.356 -0.598 -0.0357
O -10.0296 3.7427 -5.5206 0.772 -0.710 -0.336 -0.0758
H -8.6176 4.6066 -7.6164 -0.173 -0.107 0.383 0.0645
H -8.2364 5.8985 -6.3781 0.599 -0.388 -0.468 0.0613
H -9.4309 6.1973 -7.5905 0.272 0.003 -0.412 0.0716
H -9.9340 5.7342 -5.0962 0.176 0.087 0.169 0.1194
H -12.0382 4.3879 -6.6430 0.032 0.019 0.037 0.0504
H -11.5559 5.8940 -7.3278 -0.444 0.425 0.220 0.0625
H -12.1591 5.7840 -5.5890 0.025 0.282 -0.222 0.0614
H -10.2020 3.6804 -4.5783 -0.102 -0.010 0.449 0.0411
C -12.4920 6.3219 -2.6409 0.078 0.453 -1.389 -0.0595
C -13.5009 7.0715 -1.7906 0.138 -0.340 0.091 -0.4795
C -14.6331 7.8194 -2.5439 0.779 0.111 0.339 -0.0430
O -14.0023 6.1193 -0.8758 -0.612 0.050 0.869 -0.0554
H -11.6321 5.8122 -2.2063 -0.174 0.590 0.853 0.0485
H -12.1141 7.0257 -3.3824 0.212 -0.134 -0.346 0.0785
H -12.9557 5.4868 -3.1660 -0.471 0.121 -0.328 0.0745
H -12.9830 7.8163 -1.1862 0.041 -0.016 0.148 0.1340
H -15.1420 7.1982 -3.2810 -0.052 -0.018 0.053 0.0754
H -14.2495 8.7222 -3.0192 0.313 -0.197 -0.434 0.0721
H -15.3324 8.2514 -1.8281 -0.193 -0.529 0.174 0.0757
H -14.4382 5.4261 -1.3769 -0.097 -0.106 -0.078 0.0835
C -12.7764 9.4221 -7.8875 0.361 2.481 0.650 -0.0554
C -12.2820 10.5406 -8.8685 -1.509 -2.452 -2.234 -0.4125
C -12.3827 9.9915 -10.3726 -0.023 1.093 1.257 -0.0587
O -13.2149 11.6776 -8.7514 1.725 -1.348 0.319 -0.0642
H -12.3698 9.8328 -6.9633 -0.374 -0.303 0.640 0.0653
H -12.4081 8.3965 -7.9114 -0.107 0.171 -0.841 0.0658
H -13.8573 9.5519 -7.8325 -0.035 -0.621 -0.030 0.0695
H -11.2273 10.7091 -8.6507 -0.098 0.858 0.101 0.1195
H -11.9892 10.7298 -11.0713 0.236 0.055 -0.054 0.0591
H -13.4378 9.8943 -10.6282 -0.026 -0.303 0.140 0.0700
H -11.8502 9.0514 -10.5166 -0.047 0.025 0.124 0.0685
H -12.8961 12.2990 -9.4101 -0.117 0.295 -0.050 0.0746
O -12.0719 3.2946 -9.0083 -0.785 0.808 0.378 -0.0576
H -11.2731 3.2558 -9.5342 0.095 -0.376 -0.222 -0.0335
H -11.8387 2.8646 -8.1855 -0.172 -0.419 0.065 -0.0286
O -6.6375 8.1921 -5.9739 0.027 -0.211 -0.121 -0.0550
H -6.0122 8.8555 -5.6821 0.206 0.151 0.058 0.0301
H -7.4812 8.4923 -5.6357 -0.249 0.059 0.068 0.0268
O -11.2863 1.5860 -6.9252 -0.259 -0.454 -0.182 -0.0512
H -11.0891 0.8212 -6.3845 -0.038 -0.224 0.008 0.0489
H -10.7238 2.2777 -6.5769 0.479 0.673 0.571 0.0000
```
Positions in Å, forces in eV/Å.



No. 2
C21H63N3O10 | the ωB97M-V functional and the def2-TZVPD basis

- Total charge: 0
- Kohn-Sham gap: 9.54 eV
- SMILES: COC[C@H](C)N.NC(N)=O.CCO.CCO.CCO.CCO.CCO.CCO.CCO.CCO
- DFT total energy: -1754.50593 hartree
- Lowest unoccupied orbital energy: 0.013 hartree

The geometry in XYZ format:
```
97
Properties=species:S:1:pos:R:3:forces:R:3:lowdin_charge:R:1
C 2.7024 2.2837 2.7017 -0.092 -0.333 0.902 -0.1261
O 2.2752 2.7935 1.4716 0.571 -0.205 -0.239 -0.2087
C 1.9707 4.1757 1.4567 -0.378 0.177 -0.003 -0.1866
C 3.1760 5.0997 1.6772 0.088 0.469 -0.248 -0.4393
C 2.6700 6.5284 1.9337 -0.554 -1.101 0.019 -0.0606
N 4.0617 5.1051 0.5099 -0.047 0.291 -0.849 0.0287
H 3.3877 2.9144 3.2758 0.044 0.210 -0.353 0.0842
H 3.2203 1.3359 2.5396 -0.024 0.018 -0.194 0.0823
H 1.8617 2.0798 3.3800 -0.156 0.051 -0.129 0.0838
H 1.5956 4.3693 0.4489 0.099 -0.007 -0.071 0.1337
H 1.0993 4.3709 2.0958 0.294 0.064 0.443 0.1265
H 3.8175 4.8572 2.5271 -0.339 -0.481 0.135 0.1199
H 3.4762 7.2293 2.1192 0.030 0.094 -0.226 0.0777
H 2.0146 6.4778 2.8055 0.073 0.261 0.068 0.0775
H 2.0333 6.7949 1.0864 0.178 0.455 -0.006 0.0825
H 4.0941 4.2161 0.0151 0.048 -0.252 0.580 0.0701
H 3.6437 5.7045 -0.2031 0.132 0.171 0.229 0.0697
N 1.1303 0.0277 0.7075 0.949 0.604 0.146 0.1973
C 0.2638 0.1159 -0.3250 -1.147 -0.560 -0.519 -0.6539
N -0.8116 -0.7191 -0.2432 0.162 0.307 -0.499 0.1898
O 0.4150 0.8595 -1.2995 0.171 0.128 0.441 0.0010
H 0.9876 -0.5791 1.4935 -0.347 -0.028 0.033 0.0832
H 1.7205 0.8387 0.8291 0.022 -0.012 0.014 0.0762
H -0.9606 -1.3165 0.5520 0.060 -0.106 0.144 0.0538
H -1.3534 -0.8320 -1.0923 0.091 -0.172 0.343 0.0724
C 1.7825 -1.5013 4.4306 -0.037 1.011 0.417 -0.0796
C 2.5683 -2.4052 3.5413 0.234 -0.189 -0.542 -0.3164
O 1.8560 -3.6447 3.3910 0.291 0.323 -0.687 -0.0821
H 2.1851 -0.4850 4.3472 0.051 -0.065 0.051 0.0665
H 1.8082 -1.7448 5.4924 -0.024 -0.308 -0.089 0.0815
H 0.7419 -1.4282 4.1084 -0.016 -0.203 -0.004 0.0726
H 3.5998 -2.5851 3.8640 -0.185 -0.106 0.452 0.1164
H 2.7160 -1.9081 2.5717 -0.345 -0.189 -0.105 0.0855
H 2.2112 -4.0398 2.5802 0.014 -0.200 0.282 0.0801
C -2.6251 1.1756 2.0423 -1.725 -0.325 -1.208 -0.0982
C -1.5048 2.1698 2.0163 0.590 0.262 1.098 -0.3065
O -1.8920 3.3992 2.6762 0.038 -0.497 -0.167 -0.0907
H -3.5289 1.6959 1.6931 0.027 0.208 0.302 0.0772
H -2.9123 0.6811 2.9721 0.519 0.294 0.285 0.0800
H -2.5889 0.3885 1.2839 0.719 -0.049 0.157 0.0452
H -1.1935 2.4277 1.0038 -0.112 0.021 0.040 0.1030
H -0.6288 1.8027 2.5736 0.023 -0.174 -0.428 0.0974
H -2.1428 3.1131 3.5635 -0.055 0.329 -0.055 0.0770
C -3.0156 3.1547 -1.7886 0.185 0.519 -0.319 -0.0806
C -1.8154 3.2886 -2.7178 0.631 -1.152 0.162 -0.3198
O -0.6354 3.5605 -1.9773 0.056 0.321 -0.151 -0.0949
H -3.1790 4.1410 -1.3488 -0.563 -0.050 -0.158 0.0781
H -2.8493 2.5048 -0.9279 0.374 -0.292 -0.241 0.0540
H -3.8577 2.7520 -2.3572 -0.277 0.395 0.203 0.0661
H -1.9018 4.0412 -3.5034 -0.341 0.379 0.401 0.1093
H -1.6824 2.3628 -3.2985 0.027 -0.114 0.205 0.0931
H -0.2643 2.7235 -1.6672 0.037 -0.208 -0.029 0.0306
C -3.2940 -0.2596 -3.7871 0.208 0.180 0.038 -0.0635
C -2.1747 -1.2630 -3.7624 0.607 -1.574 -0.358 -0.2703
O -2.1846 -1.9950 -2.5132 -0.311 0.505 0.251 -0.1232
H -3.4121 0.2702 -2.8409 0.028 -0.253 0.159 0.0557
H -4.1983 -0.8099 -4.0403 -0.238 0.354 0.112 0.0811
H -3.1075 0.5341 -4.5099 -0.039 -0.208 -0.273 0.0804
H -1.1542 -0.9321 -3.9713 -0.133 0.723 0.381 0.0998
H -2.3278 -2.0283 -4.5321 -0.272 0.254 -0.217 0.1146
H -1.8263 -2.8787 -2.6272 0.092 0.033 -0.170 0.0990
C -0.7595 -4.9794 1.3852 -0.044 0.184 -0.587 -0.0664
C -1.5556 -3.6767 1.3486 -0.249 0.156 1.205 -0.2667
O -0.8661 -2.6898 2.1651 0.089 -0.153 -0.673 -0.1196
H -1.2765 -5.8670 1.0194 -0.257 0.228 -0.145 0.0782
H -0.4321 -5.2214 2.3958 -0.031 0.192 0.100 0.0798
H 0.1173 -4.8379 0.7484 0.152 -0.177 0.118 0.0581
H -2.5511 -3.7535 1.7916 0.042 -0.328 -0.022 0.1131
H -1.7363 -3.2564 0.3566 0.355 -0.259 -0.172 0.0818
H -0.0303 -3.0953 2.4403 0.020 0.137 0.223 0.0333
C 2.7963 -3.5593 -0.9600 0.045 0.812 -0.467 -0.0646
C 3.7407 -2.6489 -0.2059 -0.103 0.079 -0.144 -0.3184
O 4.3811 -3.3699 0.8286 -0.050 -0.745 0.383 -0.0816
H 2.3182 -2.9073 -1.6936 -0.329 -0.004 0.250 0.0352
H 2.0360 -3.9299 -0.2745 0.019 -0.406 -0.190 0.0606
H 3.2742 -4.3065 -1.5928 0.126 -0.383 0.580 0.0869
H 3.1121 -1.8569 0.2241 0.321 0.195 -0.135 0.0852
H 4.4754 -2.2301 -0.9028 -0.069 0.144 0.139 0.1187
H 5.0773 -2.8721 1.2619 -0.020 0.273 -0.189 0.0854
C -5.3355 -0.2994 -0.2734 0.162 -0.260 0.436 -0.0796
C -5.4870 -1.7016 -0.8091 -0.126 -1.147 -0.002 -0.3129
O -4.3200 -2.4772 -0.5155 0.137 0.130 -0.099 -0.1025
H -6.2211 0.3310 -0.3375 0.000 -0.013 -0.377 0.0778
H -4.4647 0.1578 -0.7469 -0.172 0.293 -0.031 0.0510
H -5.1078 -0.3944 0.7906 0.080 0.074 -0.001 0.0727
H -5.7323 -1.7881 -1.8741 0.231 0.457 -0.103 0.1043
H -6.2797 -2.2866 -0.3343 -0.132 0.443 0.254 0.1099
H -3.5947 -2.1879 -1.0881 -0.144 0.030 -0.115 0.0298
C 2.0876 -1.0377 -3.5628 -1.268 -0.828 -0.556 -0.0768
C 1.8138 -2.3669 -4.2855 0.861 0.014 0.487 -0.3157
O 2.6716 -2.4367 -5.4252 -0.491 -0.145 -0.060 -0.0798
H 1.5990 -1.0028 -2.5892 0.137 0.178 0.031 0.0470
H 1.5721 -0.3145 -4.2011 0.385 0.537 0.292 0.0784
H 3.1549 -0.8486 -3.4978 0.009 0.049 0.074 0.0843
H 0.7527 -2.4988 -4.5312 0.012 0.316 -0.276 0.0974
H 2.0491 -3.2374 -3.6715 0.244 0.039 -0.074 0.0858
H 2.6582 -1.5609 -5.8273 0.052 -0.110 -0.108 0.0770
```
Positions in Å, forces in eV/Å.